{
  "formula": "C3H11NOS",
  "method": "ωB97M-V/def2-TZVPD",
  "species": ["C", "C", "C", "S", "N", "H", "H", "H", "H", "H", "H", "H", "H", "H", "H", "H", "O"],
  "coordinates": [[0.63470, 0.69349, -1.46912], [-0.21042, 0.03932, -0.35762], [-1.71447, 0.14893, -0.66549], [-2.74182, 0.64276, 0.75694], [0.35178, -1.31060, -0.23528], [0.65313, 0.09234, -2.37683], [0.21643, 1.66967, -1.73086], [1.66319, 0.85340, -1.15279], [0.02486, 0.56813, 0.56261], [-2.16626, -0.79507, -0.97262], [-1.75919, 0.76881, -1.56104], [-1.90774, 0.27804, 1.74931], [0.29578, -1.80548, -1.11582], [-0.09863, -1.89793, 0.46343], [2.41606, -0.17617, 1.91928], [1.76254, 0.17026, 3.33510], [2.58009, 0.06011, 2.85080]],
  "forces_ev_per_a": [[-0.414, 0.607, 0.210], [1.026, -0.553, -0.677], [0.217, -0.782, -0.112], [-0.116, 0.582, -0.070], [-0.201, -0.223, 0.553], [-0.110, -0.161, -0.045], [0.086, -0.030, 0.000], [0.013, -0.145, 0.090], [-0.163, 0.084, 0.189], [0.530, -0.223, -0.090], [-0.789, 0.626, 0.492], [0.024, -0.036, -0.318], [-0.020, 0.027, -0.072], [-0.046, 0.275, -0.087], [-0.374, 0.121, 0.774], [-0.331, -0.095, -0.350], [0.668, -0.074, -0.486]],
  "lowdin_charge": [-0.077, -0.524, -0.536, 0.688, 0.017, 0.078, 0.077, 0.074, 0.102, 0.056, 0.067, -0.153, 0.068, 0.075, 0.030, 0.023, -0.066],
  "e_lumo_ev": 0.630,
  "de_lowest_kj_mol": 57.9,
  "homo_energy_ev": -9.22,
  "e_tot_ha": -649.05997,
  "max_force_ev_per_a": 1.3,
  "smiles": "C[C@H](N)CS.O"
}